72
Properties=species:S:1:pos:R:3:forces:R:3 method="wB97M-V/def2-TZVPD" energy_ha=-7563.1083 spin_multiplicity=2 orbital_gap_ha="0.2807 / 0.2801" relative_energy_kcal_mol=2.3 charge=+1 s_squared=0.753
Ti 0.960524 -0.949693 0.100042 0.5 -0.3 0.9
Br 0.806925 -4.605417 0.305747 -0.1 0.0 0.1
C 0.020276 -3.721602 -1.148728 -0.2 -0.1 -0.4
C -0.748691 -4.452633 -2.052358 0.1 0.1 0.1
C -1.245102 -3.809571 -3.171537 0.0 0.1 0.0
C -0.937328 -2.469496 -3.394693 0.0 -0.1 0.1
C -0.182268 -1.820222 -2.445651 0.0 0.0 0.0
N 0.255293 -2.427719 -1.324124 0.1 0.0 -0.1
C 0.270048 -0.375959 -2.607973 0.1 -0.2 -0.1
O 0.047280 0.225434 -3.623909 0.0 0.0 0.0
O 0.953244 0.061819 -1.572698 -0.2 0.0 0.1
H -0.935323 -5.499492 -1.865293 0.0 0.0 0.0
H -1.855152 -4.352078 -3.880836 0.0 0.0 0.0
H -1.263098 -1.931158 -4.272845 0.0 0.0 0.0
O -1.183909 -1.521639 3.370464 -0.1 -0.2 0.1
C -1.109042 -1.488137 2.177651 0.1 0.2 -0.2
O 0.045655 -1.734514 1.522980 0.1 0.3 -0.5
C -2.233492 -1.091247 1.242540 -0.1 0.0 0.1
C -1.856908 0.104078 0.357199 0.1 -0.1 0.1
Ge -1.326545 1.726845 1.380509 -0.1 0.1 0.0
C 0.323568 1.300823 2.373577 0.1 0.0 0.1
C 0.333593 1.276369 3.763248 -0.1 0.0 0.1
C 1.471025 0.915706 4.477931 0.0 0.0 0.0
C 2.639129 0.568014 3.821433 0.0 0.0 -0.1
C 2.673448 0.618804 2.435245 0.1 0.0 0.0
C 1.532155 0.982939 1.730815 -0.2 0.1 -0.3
C -2.837404 2.110634 2.543699 -0.1 0.0 0.0
C -3.126207 1.368290 3.691699 0.1 -0.1 0.0
C -4.284099 1.605921 4.417406 0.0 0.0 0.0
C -5.178603 2.581536 4.001996 0.0 0.0 0.0
C -4.916322 3.314046 2.855185 0.0 0.0 0.0
C -3.756902 3.076937 2.131759 0.1 0.1 0.0
C -0.942585 3.217535 0.198871 0.1 0.0 0.1
C -0.618986 3.057533 -1.145844 -0.1 -0.1 -0.1
C -0.245258 4.145885 -1.922549 0.0 0.0 0.0
C -0.187947 5.410795 -1.359343 0.0 0.0 0.0
C -0.512583 5.587887 -0.020716 0.0 0.0 0.0
C -0.884585 4.498712 0.751339 0.0 0.0 0.0
H -3.100672 -0.844003 1.853813 0.0 0.0 0.0
H -2.492903 -1.956108 0.623815 0.0 0.0 0.0
H -2.728917 0.373048 -0.243539 0.1 0.1 0.0
H -1.105449 -0.171671 -0.396560 -0.1 0.0 0.0
H -0.557544 1.537674 4.317445 0.0 0.0 0.0
H 1.436662 0.906007 5.559380 0.0 0.0 0.0
H 3.520860 0.285386 4.379476 0.0 0.0 0.0
H 3.593506 0.410549 1.903043 0.0 0.0 0.0
H 1.639462 1.170094 0.654915 0.0 0.2 -0.1
H -2.463805 0.574931 4.018250 0.0 0.0 0.0
H -4.489347 1.023088 5.305666 0.0 0.0 0.0
H -6.081275 2.765347 4.569587 0.0 0.0 0.0
H -5.613619 4.071793 2.523274 0.0 0.0 0.0
H -3.564370 3.664429 1.241214 0.0 0.0 0.0
H -0.666448 2.080908 -1.614608 0.0 0.0 0.0
H -0.002940 4.001152 -2.967229 0.0 0.0 0.0
H 0.105812 6.260350 -1.961740 0.0 0.0 0.0
H -0.475047 6.574708 0.421507 0.0 0.0 0.0
H -1.137439 4.658019 1.794242 0.0 0.0 0.0
S 3.351279 -1.646197 -0.050743 -0.2 0.1 0.2
C 3.407434 -2.303015 -1.653111 0.1 0.1 -0.1
N 3.286276 -1.510394 -2.709289 -0.1 0.0 0.2
C 3.338919 -1.981764 -4.092646 0.0 0.0 0.0
C 4.199761 -3.232053 -4.153540 0.0 0.0 0.0
C 3.682944 -4.238149 -3.138981 0.0 0.0 0.0
N 3.622515 -3.599124 -1.825167 -0.1 0.0 0.0
H 3.131197 -0.530964 -2.508489 0.0 -0.1 -0.1
H 3.747076 -1.179901 -4.704193 0.0 0.0 0.0
H 2.324736 -2.188785 -4.447101 0.0 0.0 0.0
H 5.235419 -2.977315 -3.923024 0.0 0.0 0.0
H 4.172483 -3.660040 -5.153829 0.0 0.0 0.0
H 4.331330 -5.108254 -3.062398 0.0 0.0 0.0
H 2.683552 -4.585353 -3.416832 0.0 0.0 0.0
H 3.704725 -4.150343 -0.984856 0.0 0.0 0.0

116
Properties=species:S:1:pos:R:3:forces:R:3 method="wB97M-V/def2-TZVPD" energy_ha=-2534.1694 spin_multiplicity=1 orbital_gap_ha=0.2789 charge=0
C 2.068715 -1.580322 -1.049855 1.2 -5.9 2.0
O 1.680875 -0.519562 -1.449805 -0.4 -3.8 -6.0
N 1.474465 -2.256342 -0.103685 6.7 0.7 -1.6
N 3.164695 -2.161162 -1.442045 3.3 -0.3 -2.4
H 0.580995 -1.908622 0.213935 1.4 -1.6 0.2
H 1.871585 -3.159972 0.110455 0.3 0.9 0.1
H 3.776335 -1.619592 -2.035935 0.2 -0.4 0.0
H 3.479175 -3.020592 -1.014745 0.1 0.4 -0.3
C -0.610285 2.604798 0.239535 2.2 3.2 2.4
O -1.421705 1.720668 0.194615 -5.3 3.2 -0.9
N -0.183365 3.322798 -0.747275 1.2 3.2 -3.3
N 0.103935 2.780188 1.314885 2.7 5.3 -2.5
H -0.555015 3.372428 -1.685095 0.7 0.0 0.9
H 0.522365 4.002328 -0.501735 0.2 -0.3 -0.5
H 0.662185 3.621198 1.348965 0.3 -0.4 -0.1
H 0.024685 2.116058 2.071685 0.1 0.9 -0.2
C 2.685605 1.911308 -0.896565 -0.2 -0.4 -0.9
O 2.945665 3.084908 -0.628385 0.0 0.8 0.2
N 2.615125 0.924698 0.013085 1.9 0.7 3.1
N 2.414625 1.417568 -2.114205 -0.3 1.7 0.2
H 2.365325 0.001908 -0.312715 1.6 2.1 1.9
H 2.822665 1.140548 0.977675 -0.1 0.0 -0.3
H 2.302345 2.026778 -2.911915 0.5 -1.5 1.9
H 2.194805 0.432088 -2.138845 0.6 1.7 -1.3
C -0.596025 -0.785192 0.637225 -3.1 8.0 0.3
O -0.439735 -1.996652 0.675325 -2.2 1.9 -6.7
N -1.471445 -0.080032 1.329135 -0.6 -5.2 0.0
N 0.163765 0.034838 0.006355 0.6 0.2 1.4
H -1.448685 0.925298 1.234885 -0.6 -0.6 0.1
H -2.124045 -0.606052 1.892625 2.4 2.2 -2.5
H 0.959245 -0.152912 -0.586995 -2.0 0.5 0.6
H -0.197325 0.977898 0.025045 1.2 -2.0 0.3
C 4.995515 1.143078 8.499125 -0.1 0.5 -0.4
O 3.696695 0.954528 8.038715 -1.9 -0.2 -0.5
C 3.333545 1.779578 6.889915 0.4 -0.6 1.5
C 1.830205 1.768608 6.621425 0.3 -2.2 0.4
N 1.391215 0.498658 5.985265 0.3 -0.3 -1.0
C 0.012825 0.473288 5.502465 0.6 0.6 0.1
C -0.471245 -0.796392 4.810495 0.7 0.1 0.4
O 0.195535 -0.992332 3.568895 0.3 0.8 1.4
C -0.532155 -1.880662 2.736225 2.3 0.3 6.8
H 5.679225 0.928468 7.677795 0.5 0.1 0.1
H 5.209225 0.505978 9.357345 -0.2 -0.2 -0.2
H 5.082665 2.181638 8.818355 0.5 0.2 0.1
H 3.952075 1.405798 6.073945 -0.3 0.3 -0.5
H 3.585465 2.810698 7.137735 0.3 0.2 -0.1
H 1.640185 2.675708 6.047695 -0.5 -0.3 -0.3
H 1.300265 1.747188 7.573675 0.1 1.1 0.4
H 1.368215 -0.255232 6.657005 0.9 0.1 0.4
H -0.067795 1.284038 4.778385 -0.3 0.0 0.6
H -0.622565 0.681178 6.363365 -0.8 0.1 0.0
H -1.510905 -0.569032 4.574915 1.1 -1.1 1.4
H -0.405965 -1.720682 5.384535 0.2 -0.1 0.5
H -1.551475 -1.513242 2.617475 2.0 -1.9 1.4
H -0.515685 -2.878572 3.174425 -0.1 0.0 0.4
H 0.023905 -1.863362 1.798885 1.0 -0.7 5.9
C -4.596005 -5.518302 -5.809965 0.9 0.1 1.1
O -3.683705 -4.664252 -5.123345 -0.4 1.0 0.3
C -4.007695 -3.250912 -5.256615 1.4 -1.2 0.4
C -2.778155 -2.476252 -4.777615 -0.1 -0.4 1.3
N -2.530215 -2.687712 -3.312175 -1.2 -0.6 -0.8
C -1.344365 -2.041382 -2.842875 -0.3 -0.5 -0.4
C -0.951275 -2.490912 -1.445735 -0.3 -0.2 -3.5
O -0.577185 -3.883192 -1.486965 -0.2 2.5 -0.7
C -0.148485 -4.283792 -0.235795 -0.6 -2.7 1.5
H -4.763695 -6.369552 -5.150165 0.0 -0.2 -0.1
H -4.048655 -5.852632 -6.691295 -0.7 -0.1 -0.5
H -5.560425 -5.028092 -5.942885 0.0 0.0 -0.6
H -4.845995 -3.007252 -4.603915 -0.3 0.0 -0.2
H -4.199745 -3.105032 -6.319595 -0.2 0.6 0.0
H -2.935625 -1.408832 -4.932315 0.0 0.1 0.0
H -1.893065 -2.770172 -5.341825 0.1 -0.1 -0.3
H -2.394175 -3.666202 -3.102095 -0.4 -0.4 -0.5
H -1.575075 -0.979722 -2.754875 -0.4 -2.0 -1.6
H -0.544785 -2.231242 -3.558925 0.7 0.3 0.0
H -1.814565 -2.250792 -0.825105 -0.3 -0.6 -0.1
H -0.109615 -1.884212 -1.111635 -1.3 -0.6 -2.0
H 0.631735 -3.709342 0.263555 -1.2 -1.9 -0.7
H 0.108325 -5.333742 -0.376325 0.4 -0.1 0.3
H -0.971325 -4.213642 0.475635 0.2 -0.9 -0.5
C 4.584945 3.001178 -3.579925 0.7 0.1 -0.1
O 3.271805 2.597878 -3.807555 -0.7 2.4 -3.5
C 2.205705 3.613098 -3.827585 1.8 1.6 -0.7
C 0.856245 3.020978 -4.105305 -0.7 -0.8 1.3
N -0.215395 4.046038 -4.163545 0.2 0.2 -0.9
C -1.610265 3.569758 -4.239235 1.0 -0.6 -1.0
C -2.020885 2.691578 -3.094515 -0.1 -0.1 0.6
O -1.520335 1.353188 -3.203605 -1.0 1.3 -2.7
C -1.359695 0.751388 -1.991265 0.5 0.4 1.1
H 5.154195 2.073668 -3.518535 0.1 0.0 -0.1
H 4.782365 3.544168 -2.655645 -0.5 0.1 0.2
H 4.968445 3.586738 -4.415475 0.1 0.1 -0.2
H 2.368335 4.357508 -4.607015 0.5 0.1 -0.2
H 2.286135 4.136028 -2.874615 -0.3 0.0 0.3
H 0.669695 2.372718 -3.249115 -0.4 -0.4 -0.3
H 0.962785 2.376338 -4.977765 -0.6 0.3 -0.3
H -0.117515 4.653328 -3.362465 0.1 0.2 0.0
H -1.767845 3.053048 -5.185955 0.6 -0.8 0.0
H -2.342325 4.341728 -4.476395 0.3 0.8 1.0
H -3.085415 2.860848 -2.932635 -0.7 -1.1 -0.3
H -1.665205 3.077918 -2.139355 -0.9 0.0 -0.8
H -2.313075 0.729248 -1.463355 -0.2 -0.3 0.1
H -0.682305 1.316858 -1.351365 -0.4 -0.6 -2.3
H -1.003545 -0.273052 -2.099845 0.8 2.4 0.8
O -3.333385 -1.124032 1.934325 -6.3 -2.0 -0.1
H -3.424715 -1.621962 1.121945 0.0 0.2 -0.4
H -4.230015 -1.015372 2.251295 -0.7 -0.1 0.3
O -0.477255 1.467468 2.832655 0.5 -1.5 5.2
H -1.302265 1.023308 3.028415 -0.5 -0.4 0.4
H 0.198915 0.830718 3.064125 0.3 -1.2 0.2
O -1.855015 -3.182562 1.583475 -6.4 -4.8 2.3
H -2.658635 -2.936962 1.125095 0.1 -1.1 -0.1
H -1.169955 -2.664152 1.161365 -0.8 -0.8 -0.2
O -2.339875 0.257928 3.529485 -3.3 2.1 1.6
H -3.099685 0.837758 3.477375 -0.5 0.4 0.1
H -2.631745 -0.557372 3.121655 -0.3 -0.2 1.1

75
Properties=species:S:1:pos:R:3:forces:R:3 method="wB97M-V/def2-TZVPD" energy_ha=-5919.7205 spin_multiplicity=1 orbital_gap_ha=0.2585 relative_energy_kcal_mol=0.2 charge=+1
Zr 0.423024 0.604613 0.160480 0.0 0.1 0.0
C -3.548216 -1.377438 -1.171334 0.0 0.0 0.0
C -2.445838 -0.655411 -0.487251 0.0 0.0 0.0
N -1.239095 -0.602866 -0.903024 0.0 0.0 0.0
O -0.918660 -1.273770 -2.037361 0.0 0.0 0.0
B -0.782761 -0.353317 -3.230798 0.0 0.0 0.0
F -1.982306 0.337191 -3.383305 0.0 0.0 0.0
F -0.411901 -1.126604 -4.283877 0.0 0.0 0.0
O 0.319415 0.646555 -2.989776 0.0 0.0 0.0
N 0.033446 1.459331 -1.941214 0.0 0.0 0.0
C -0.235575 2.687013 -2.169317 0.0 0.0 0.0
C -0.348892 3.297367 -3.517273 0.0 0.0 0.0
C -0.492801 3.463118 -0.920530 0.0 0.0 0.0
N -0.283459 2.807355 0.161232 0.0 0.0 0.0
O -0.590372 3.458759 1.329472 0.0 0.0 0.0
B -1.893019 2.992047 1.947401 0.0 0.0 0.0
F -2.898036 3.163890 0.994882 0.0 0.0 0.0
F -2.047363 3.688709 3.100369 0.0 0.0 0.0
O -1.813934 1.532059 2.296543 0.0 0.0 0.0
N -1.660672 0.776115 1.173724 0.0 0.0 0.0
C -2.685298 0.134999 0.756296 0.0 0.0 0.0
C -4.022605 0.199129 1.399331 0.0 0.0 0.0
C -1.035978 4.842988 -0.965285 0.0 0.0 0.0
H -3.211609 -1.763133 -2.126970 0.0 0.0 0.0
H -3.902588 -2.201017 -0.546887 0.0 0.0 0.0
H -4.388195 -0.699114 -1.327557 0.0 0.0 0.0
H -0.109521 2.564341 -4.279847 0.0 0.0 0.0
H -1.369987 3.653273 -3.669426 0.0 0.0 0.0
H 0.324967 4.150552 -3.599071 0.0 0.0 0.0
H -4.592195 1.013513 0.943875 0.0 0.0 0.0
H -4.572929 -0.728225 1.256711 0.0 0.0 0.0
H -3.919389 0.428938 2.456112 0.0 0.0 0.0
H -0.715771 5.357114 -1.867469 0.0 0.0 0.0
H -2.127866 4.785619 -0.957254 0.0 0.0 0.0
H -0.735552 5.398588 -0.081818 0.0 0.0 0.0
N 4.587793 1.273674 1.903392 0.0 0.0 0.0
N 3.889022 2.473920 2.038669 0.0 0.0 0.0
C 2.570906 2.588356 2.175761 0.0 0.0 0.0
N 2.026016 3.786971 2.129045 0.0 0.0 0.0
S 1.590801 1.183540 2.473607 0.0 0.0 0.0
H 4.528896 0.752548 2.769775 0.0 0.0 0.0
H 4.159430 0.730906 1.159894 0.0 0.0 0.0
H 4.435344 3.295651 1.821509 0.0 0.0 0.0
H 2.562599 4.587828 1.828565 0.0 0.0 0.0
H 1.008490 3.850047 2.128671 0.0 0.0 0.0
Cl 2.245930 -1.309442 -1.088170 0.0 0.0 0.0
C 1.679879 -2.714697 -1.975499 0.0 0.0 0.0
C 2.187431 -2.868980 -3.249689 0.0 0.0 0.0
C 1.728400 -3.910356 -4.037101 0.0 0.0 0.0
C 0.765783 -4.772046 -3.542231 0.0 0.0 0.0
C 0.287658 -4.601582 -2.255801 0.0 0.0 0.0
Cl -0.935563 -5.688672 -1.664242 0.0 0.0 0.0
C 0.732143 -3.572845 -1.421618 0.0 0.0 0.0
N 0.156517 -3.368008 -0.160998 0.0 0.0 0.0
H 2.906622 -2.156471 -3.627679 0.0 0.0 0.0
H 2.103776 -4.034350 -5.042463 0.0 0.0 0.0
H 0.379680 -5.580608 -4.146486 0.0 0.0 0.0
C -0.161764 -1.323321 4.073599 0.0 0.0 0.0
N 0.326477 -2.418233 3.227144 0.0 0.0 0.0
C 0.617730 -3.689313 3.901066 0.0 0.0 0.0
C 0.526596 -2.236670 1.938483 0.0 0.0 0.0
C 0.970829 -3.377401 1.038780 0.0 0.0 0.0
O 0.337522 -1.111217 1.413474 0.0 0.0 0.0
H 0.659360 -0.898776 4.650561 0.0 0.0 0.0
H -0.909383 -1.726300 4.753928 0.0 0.0 0.0
H -0.609374 -0.542583 3.466976 0.0 0.0 0.0
H 0.517616 -3.527750 4.969792 0.0 0.0 0.0
H 1.635585 -4.017656 3.703073 0.0 0.0 0.0
H -0.085794 -4.465941 3.603542 0.0 0.0 0.0
H 0.921868 -4.336379 1.553577 0.0 0.0 0.0
H 2.018945 -3.199667 0.792832 0.0 0.0 0.0
H -0.658137 -3.956024 -0.055807 0.0 0.0 0.0
Se 3.161497 4.150191 -1.414699 0.0 0.0 0.0
C 2.697203 2.557319 -0.872557 0.0 0.0 0.0
N 2.317201 1.512041 -0.480491 -0.1 0.0 0.0

no.,maximum force (eV/A)
1,1.1
2,8.6
3,0.1